Computed, not measured: C3H7NSi as an isolated structure in a non-equilibrium geometry, with ωB97M-V/def2-TZVPD.

Computed properties:
Net charge = 0
E_tot = -12586.9226 eV
Multiplicity = 3
ΔE to the lowest compared entry with this formula, charge and spin = 9.8 kcal/mol
HOMO level (alpha / beta) = -6.6 / -12.0 eV

Each line ends with the Löwdin charge.
Element x y z (Å)
C -1.44 0.50 0.19  -0.422
C 1.89 1.33 0.17  -0.170
C 1.63 -0.14 -0.04  -0.285
N -2.46 1.02 0.18  0.058
Si -0.07 -0.67 -0.15  0.667
H 2.24 1.70 -0.73  0.054
H 1.17 1.93 0.67  0.059
H 2.73 1.38 0.79  0.056
H -3.87 -2.70 0.04  0.010
H 2.51 -0.61 -0.44  0.055
H -3.95 -1.96 0.29  0.003
H -0.39 -1.80 -0.99  -0.084